# 1
{"formula": "C7H16N", "method": "ωB97M-V/def2-TZVPD", "elements": ["C", "C", "C", "C", "C", "C", "C", "N", "H", "H", "H", "H", "H", "H", "H", "H", "H", "H", "H", "H", "H", "H", "H", "H"], "coordinates": [[2.1042, 0.6064, -0.2447], [0.9319, -0.2947, 0.0085], [-0.3321, 0.2791, 0.4607], [-0.3093, -0.3233, -0.9998], [-1.0143, -1.5402, -1.0924], [-2.3109, -1.7925, -0.4388], [-0.2383, 0.7393, -2.1138], [1.0489, 1.3557, 3.1364], [2.8227, 0.5500, 0.5732], [1.7858, 1.6414, -0.3101], [2.6070, 0.3371, -1.1779], [1.1893, -1.2795, 0.3850], [-0.9563, -0.3410, 1.0814], [-0.5487, 1.3366, 0.4936], [-0.7968, -2.2222, -1.9186], [-2.2625, -2.1557, 0.5892], [-2.8266, -2.5714, -0.9980], [-2.8929, -0.8717, -0.4645], [-0.4148, 1.7042, -1.6504], [0.7220, 0.7204, -2.6101], [-1.0178, 0.5543, -2.8522], [0.4413, 0.6767, 2.7068], [1.7271, 0.8816, 3.7151], [0.5409, 2.0092, 3.7213]], "atomic_forces_ev_per_a": [[0.00, -0.02, -0.83], [0.44, 0.02, 1.08], [-1.16, -0.87, -1.27], [-0.13, 1.38, 1.91], [-0.58, 0.71, -1.57], [0.35, -1.01, 0.05], [0.06, -1.24, -0.54], [0.39, 0.31, -0.17], [-0.15, -0.22, 0.03], [-0.02, 0.11, -0.06], [0.15, 0.03, 0.16], [-0.05, 0.10, 0.06], [0.03, 0.09, 0.50], [0.50, 0.08, 0.20], [0.16, 0.20, -0.08], [0.05, 0.13, 0.20], [-0.04, -0.03, 0.05], [0.11, 0.20, 0.23], [0.04, 0.02, -0.03], [0.16, 0.17, -0.20], [0.04, 0.13, -0.01], [-0.20, 0.00, 0.38], [-0.01, -0.08, 0.05], [-0.13, -0.23, -0.14]], "lowdin_charge": [-0.03, -0.20, -0.07, -0.35, 0.12, 0.00, 0.03, 0.04, 0.10, 0.09, 0.10, 0.15, 0.10, 0.13, 0.15, 0.12, 0.10, 0.13, 0.10, 0.09, 0.10, -0.03, 0.02, 0.02], "gap_ev": 6.3896, "charge": 1, "homo_ev": -12.9, "lumo_energy_ev": -6.52, "de_lowest_kj_mol": 323.2}

=====

# 2
{"formula": "C19H54CoO17", "method": "ωB97M-V/def2-TZVPD", "elements": ["Co", "C", "C", "C", "O", "C", "C", "C", "O", "O", "O", "H", "H", "C", "O", "H", "H", "H", "H", "C", "O", "H", "H", "H", "H", "C", "O", "H", "H", "H", "H", "C", "O", "H", "H", "H", "H", "C", "O", "H", "H", "H", "H", "C", "O", "H", "H", "H", "H", "C", "O", "H", "H", "H", "H", "C", "O", "H", "H", "H", "H", "C", "O", "H", "H", "H", "H", "C", "O", "H", "H", "H", "H", "C", "O", "H", "H", "H", "H", "C", "O", "H", "H", "H", "H", "C", "O", "H", "H", "H", "H"], "coordinates": [[2.9054, 0.0839, -1.7658], [-0.6815, 1.2491, -0.0234], [0.2734, 0.6088, -0.7531], [0.3153, -0.8615, -1.0172], [1.3056, -1.2086, -1.7184], [-0.6985, -1.6158, -0.4397], [-1.7625, -1.0117, 0.2286], [-1.8539, 0.5431, 0.3152], [-2.9027, 1.0982, 0.6945], [-2.5657, -1.6684, 0.8284], [1.3502, 1.2320, -1.0827], [-0.7134, 2.3671, 0.1366], [-0.7865, -2.7128, -0.4997], [3.0388, -1.4832, 0.8256], [3.3621, -0.1788, 0.3786], [3.0222, -2.2003, 0.0107], [3.5295, -1.9177, 1.6932], [1.9355, -1.4736, 1.0763], [2.8343, 0.4372, 0.8841], [4.8271, -2.3240, -2.5171], [4.4758, -0.9484, -2.7631], [5.7632, -2.6053, -3.0424], [5.0208, -2.3523, -1.4113], [3.9465, -2.9285, -2.7518], [4.3509, -0.8727, -3.7836], [0.9262, 4.1043, -2.2378], [-0.0789, 5.0051, -1.9444], [1.6894, 4.6544, -2.8106], [1.2071, 3.5764, -1.3509], [0.5770, 3.3066, -2.8715], [-0.6315, 4.6882, -1.2363], [-5.3487, 2.4187, 0.7728], [-4.2954, 3.3006, 1.2948], [-6.3368, 2.6034, 1.2225], [-5.4830, 2.7099, -0.2534], [-5.0802, 1.3618, 0.9292], [-3.5190, 2.7238, 1.2866], [4.3874, 2.9480, -2.4190], [3.3337, 1.8770, -2.4900], [4.9632, 2.8556, -3.3243], [3.8132, 3.8156, -2.2010], [5.0583, 2.7192, -1.5853], [2.5122, 2.3582, -2.4150], [2.2589, 2.6436, 2.4570], [1.7459, 1.3602, 2.1360], [3.3043, 2.5198, 2.5543], [1.9961, 3.4718, 1.7787], [1.9215, 2.9666, 3.4502], [0.7785, 1.3849, 2.2921], [-1.2279, 3.8931, 3.1786], [-0.8452, 2.4993, 3.2916], [-0.3256, 4.4746, 3.1424], [-1.7748, 4.0406, 2.2218], [-1.8355, 4.2548, 3.9952], [-1.6925, 1.9901, 3.3136], [-2.0639, -4.4992, 2.6494], [-1.2913, -3.3569, 2.4665], [-2.8013, -4.4193, 3.4879], [-2.5286, -4.8436, 1.7015], [-1.4288, -5.3806, 2.9364], [-1.7598, -2.8218, 1.8103], [-5.5088, -1.2656, -0.4954], [-5.0898, -2.4023, -1.3060], [-6.2161, -0.7478, -1.1589], [-6.0269, -1.3914, 0.4274], [-4.6332, -0.6109, -0.2938], [-4.5016, -2.9769, -0.8292], [2.1489, -4.6741, 4.2456], [1.8832, -3.8242, 3.1463], [1.5922, -4.3759, 5.1381], [1.8057, -5.6590, 3.8793], [3.2153, -4.7025, 4.4944], [0.9522, -3.8339, 2.9769], [2.4857, 0.8745, -5.4528], [2.1937, -0.0926, -4.4295], [1.5883, 1.4945, -5.6075], [3.3104, 1.5331, -5.1279], [2.7003, 0.3910, -6.4424], [1.7565, -0.8586, -4.7883], [-4.6468, 1.1471, 4.0559], [-3.8364, 2.3171, 3.8813], [-4.2845, 0.2098, 3.5227], [-4.7394, 0.9184, 5.1588], [-5.6657, 1.3125, 3.7171], [-4.1316, 2.7415, 3.0323], [0.3574, -3.5972, -4.0400], [1.3802, -4.1896, -3.2100], [-0.4898, -4.2133, -4.1632], [-0.0686, -2.6587, -3.6796], [0.7870, -3.4856, -5.0589], [1.2663, -3.8401, -2.3249]], "atomic_forces_ev_per_a": [[-1.08, -1.01, 0.64], [-1.06, 1.22, -0.18], [1.49, 1.47, 1.08], [-1.77, -0.09, 0.69], [1.15, -1.15, -0.60], [1.72, -0.89, -1.66], [0.77, 1.92, -0.19], [-0.99, 0.55, 0.19], [1.15, -1.13, -0.03], [-2.36, -1.12, 1.29], [0.09, -0.03, -0.55], [0.39, -1.42, -0.23], [0.44, 0.57, -0.10], [-3.12, -0.92, 0.37], [1.43, -0.46, -1.19], [0.63, 0.06, -0.30], [0.59, 0.62, -0.01], [1.06, -0.06, 0.13], [-0.76, 0.78, 0.68], [0.23, 0.06, 1.54], [-0.07, 0.40, -2.85], [-0.76, 0.13, 0.15], [-0.14, -0.26, -1.06], [0.42, -0.32, -0.09], [-0.03, 0.13, 2.67], [-0.02, -0.14, -0.60], [-0.69, 1.33, -0.23], [0.14, -0.24, 0.59], [1.10, -0.05, 0.66], [-0.39, -0.48, -0.73], [-0.23, -0.28, 0.26], [0.12, 0.59, 0.53], [-1.25, -0.70, 0.40], [0.55, 0.24, 0.44], [0.09, -0.47, -0.73], [-0.14, 0.56, -0.37], [0.30, -0.13, -0.51], [-0.51, -2.56, 0.74], [1.85, 1.56, -0.59], [-0.05, 0.66, -0.43], [0.23, 1.12, -0.32], [-0.25, 0.04, -0.02], [-0.79, -0.16, 0.25], [-0.98, 0.28, 0.86], [-0.54, 0.28, -0.17], [1.26, 0.10, -0.25], [0.08, -0.54, -0.26], [-0.15, -0.15, -0.09], [0.45, 0.03, -0.14], [-0.17, -0.99, -1.10], [-0.98, 0.25, 0.04], [0.51, 0.19, -0.02], [0.20, 0.10, 0.54], [-0.24, -0.20, 0.32], [0.70, 0.56, 0.16], [-0.14, -1.92, 0.47], [0.53, -0.17, 0.26], [0.23, 0.19, -0.82], [-0.19, 0.39, 0.53], [-0.15, 0.84, -0.12], [-0.05, 0.41, -0.08], [1.20, 0.78, -2.02], [-1.03, 0.72, 0.55], [0.31, 0.06, 0.20], [-0.28, -1.09, 0.80], [-0.60, -0.33, -0.12], [0.40, -0.08, 0.61], [-0.71, -0.75, -0.64], [1.45, 0.77, 0.11], [0.01, -0.06, 0.01], [0.40, -0.12, 0.92], [-0.22, 0.14, -0.34], [-1.08, 0.16, -0.20], [-0.70, -0.15, -0.72], [1.11, 0.69, 0.26], [0.33, -0.01, 0.04], [-0.33, -0.57, -0.11], [0.13, 0.36, 0.93], [-0.38, -0.32, -0.22], [0.13, -0.92, 0.76], [-0.47, -0.51, -0.73], [-0.02, 1.21, 0.53], [0.38, 0.25, -1.13], [-0.18, 0.17, -0.16], [0.26, -0.19, 0.77], [1.25, 0.35, -0.50], [-0.67, 0.51, -0.55], [-0.91, -1.24, 0.04], [0.61, 0.22, 0.19], [-0.15, 0.19, 0.61], [-0.04, 0.17, 0.23]], "mulliken_spin": [2.77, 0.00, -0.02, 0.00, 0.05, 0.02, 0.00, 0.00, 0.00, 0.00, 0.07, 0.00, 0.00, 0.00, 0.04, 0.00, 0.00, 0.00, 0.00, 0.00, 0.03, 0.00, 0.00, 0.00, 0.00, 0.00, 0.00, 0.00, 0.00, 0.00, 0.00, 0.00, 0.00, 0.00, 0.00, 0.00, 0.00, 0.01, 0.03, 0.00, 0.00, 0.00, -0.01, 0.00, 0.00, 0.00, 0.00, 0.00, 0.00, 0.00, 0.00, 0.00, 0.00, 0.00, 0.00, 0.00, 0.00, 0.00, 0.00, 0.00, 0.00, 0.00, 0.00, 0.00, 0.00, 0.00, 0.00, 0.00, 0.00, 0.00, 0.00, 0.00, 0.00, 0.00, 0.01, 0.00, 0.00, 0.00, 0.00, 0.00, 0.00, 0.00, 0.00, 0.00, 0.00, 0.00, 0.00, 0.00, 0.00, 0.00, 0.00], "gap_ev": [7.6389, 7.6248], "charge": 0, "homo_ev": [-7.9, -7.9], "lumo_energy_ev": [-0.31, -0.32], "de_lowest_kj_mol": 0.0, "spin_multiplicity": 4}

=====

# 3
{"formula": "C24H20ClNPPdSe", "method": "ωB97M-V/def2-TZVPD", "elements": ["C", "C", "C", "H", "C", "C", "H", "H", "H", "H", "Pd", "Cl", "P", "C", "C", "H", "C", "H", "C", "H", "C", "H", "C", "H", "C", "C", "H", "C", "H", "C", "H", "C", "H", "C", "H", "C", "C", "H", "C", "H", "C", "H", "C", "H", "C", "H", "Se", "C", "N"], "coordinates": [[-1.1200, -1.2138, 4.2429], [-0.9754, -1.9902, 3.0657], [0.4380, -2.0757, 2.7824], [-1.7733, -2.3360, 2.4240], [1.1159, -1.3617, 3.8012], [0.1959, -1.2833, 4.9992], [0.2678, -2.2112, 5.6005], [-2.0494, -0.9270, 4.7225], [0.8735, -2.5068, 1.8828], [2.1885, -1.1867, 3.8496], [-0.2172, -0.0916, 2.8252], [1.6078, 1.2186, 1.5579], [0.1168, 0.3679, -0.3840], [1.1999, -0.7271, -1.3729], [0.7697, -1.4212, -2.5183], [-0.2728, -1.3845, -2.8342], [1.6869, -2.1599, -3.2710], [1.3472, -2.6869, -4.1650], [3.0294, -2.2196, -2.8854], [3.7434, -2.7934, -3.4793], [3.4571, -1.5419, -1.7373], [4.5050, -1.5802, -1.4339], [2.5445, -0.8127, -0.9784], [2.8638, -0.2899, -0.0778], [-1.5295, -0.0654, -1.0627], [-2.1470, -1.2343, -0.5741], [-1.6460, -1.8324, 0.1902], [-3.3858, -1.6302, -1.0744], [-3.8699, -2.5245, -0.6752], [-4.0090, -0.8863, -2.0860], [-4.9784, -1.2009, -2.4780], [-3.3865, 0.2569, -2.5953], [-3.8573, 0.8324, -3.3949], [-2.1560, 0.6740, -2.0810], [-1.6821, 1.5693, -2.4831], [0.4033, 1.9829, -1.1770], [1.1080, 2.1492, -2.3732], [1.5471, 1.2920, -2.8836], [1.2516, 3.4316, -2.9150], [1.7885, 3.5550, -3.8577], [0.7129, 4.5397, -2.2572], [0.8169, 5.5379, -2.6878], [0.0410, 4.3741, -1.0369], [-0.3748, 5.2365, -0.5122], [-0.0928, 3.1049, -0.4871], [-0.5533, 2.9752, 0.4927], [-0.1040, 0.9600, 8.5328], [0.1442, 0.2534, 6.9853], [0.4160, -0.1362, 5.8752]], "atomic_forces_ev_per_a": [[-1.21, 0.41, 1.47], [0.43, -1.72, -0.62], [-0.77, -1.30, -0.32], [0.05, -0.16, 0.24], [1.50, -0.37, 1.08], [0.53, -1.10, -0.35], [-0.02, 0.33, 0.64], [0.10, -0.39, 0.04], [-0.06, 0.05, 0.37], [-0.30, -0.22, 0.07], [0.37, 4.95, -2.69], [-0.51, -0.26, 0.24], [0.14, 0.28, -2.01], [0.47, -0.44, 0.46], [0.07, 0.01, 0.13], [0.27, 0.02, 0.10], [0.06, 0.12, 0.18], [0.11, 0.17, 0.29], [-0.09, 0.16, 0.15], [-0.23, 0.18, 0.19], [-0.11, -0.10, -0.17], [-0.33, -0.02, -0.09], [-0.03, -0.07, -0.17], [0.02, -0.15, -0.27], [-0.53, -0.39, 0.28], [-0.11, 0.35, -0.22], [-0.15, 0.19, -0.17], [-0.01, 0.03, -0.11], [0.16, 0.28, -0.17], [0.21, 0.04, 0.12], [0.32, 0.09, 0.14], [0.07, -0.18, 0.17], [0.14, -0.19, 0.27], [-0.03, -0.04, 0.20], [-0.14, -0.23, 0.15], [0.15, 0.55, 0.56], [-0.18, 0.14, 0.09], [-0.17, 0.22, 0.11], [-0.09, 0.03, 0.14], [-0.16, 0.00, 0.32], [-0.09, -0.19, 0.08], [-0.01, -0.33, 0.13], [0.07, -0.01, -0.16], [0.19, -0.24, -0.18], [0.11, -0.05, -0.42], [0.00, 0.06, -0.27], [-0.19, 0.46, 0.92], [1.14, -1.20, -3.94], [-1.18, 0.27, 2.98]], "mulliken_spin": [0.41, 0.17, 0.15, -0.01, 0.39, -0.10, 0.06, 0.02, -0.01, 0.01, 0.89, 0.34, 0.45, 0.01, 0.03, 0.00, 0.00, 0.00, 0.02, 0.00, -0.01, 0.00, 0.00, 0.01, -0.02, 0.04, 0.02, 0.00, 0.00, 0.03, 0.00, -0.01, 0.00, 0.03, 0.01, 0.00, 0.00, 0.00, 0.00, 0.00, 0.00, 0.00, 0.00, 0.00, 0.01, 0.02, 0.85, -0.10, 0.25], "gap_ev": [4.6284, 3.6259], "charge": 1, "homo_ev": [-8.4, -11.4], "lumo_energy_ev": [-3.82, -7.76], "spin_multiplicity": 5}

=====

no.,total energy (eV)
1,-8998.955
2,-93007.539
3,-117326.905